1.
Below is the ion C5H11ClN2O5P3 with charge +1 at a distorted geometry, with properties calculated with ωB97M-V with the def2-TZVPD basis set.

Atoms and positions in Å:
C1 3.292 -1.832 -1.311
P1 2.799 0.052 -1.329
O1 2.777 0.659 -2.977
N1 1.123 0.033 -0.643
C2 0.020 -0.886 -1.123
C3 -1.239 -0.490 -0.145
C4 -2.767 -1.102 -0.156
O2 -2.848 -2.544 0.162
O3 -3.957 -2.639 0.878
N2 -0.810 0.602 0.842
P2 -1.768 1.401 2.116
O4 -2.196 2.824 1.547
C5 0.628 0.908 0.486
P3 1.892 2.160 1.179
O5 1.680 3.598 0.157
Cl1 1.412 2.829 3.136
H1 4.352 -1.921 -0.824
H2 3.228 -2.176 -2.428
H3 2.453 -2.426 -0.703
H4 3.749 0.709 -3.257
H5 0.087 -1.676 -1.999
H6 -3.417 -0.536 0.647
H7 -3.297 -0.948 -1.189
H8 -4.673 -3.104 0.351
H9 -1.059 1.450 3.370
H10 -3.029 0.701 2.399
H11 1.567 4.355 0.812

Values from the calculation:
Strongest force on any atom: 7.0 eV/Å
E_LUMO: -5.1 eV
Kohn-Sham gap: 7.234 eV
Net charge: +1


2.
Below is a cluster of 6 separate species, C38H35BBrClO17S in total at a distorted geometry, with properties calculated with ωB97M-V with the def2-TZVPD basis set.

Atoms and positions in Å:
C1 3.732 1.871 3.707
C2 2.358 1.637 3.098
Br1 1.719 -0.173 3.502
C3 2.187 1.927 1.584
C4 3.440 2.237 0.749
C5 3.137 3.001 -0.600
C6 2.261 4.231 -0.322
O1 2.624 5.396 -1.037
O2 2.740 5.084 -2.423
C7 2.654 2.090 -1.740
Cl1 1.056 1.355 -1.429
C8 3.735 1.037 -2.027
B1 3.481 0.303 -3.428
O3 4.261 0.675 -4.511
O4 2.507 -0.666 -3.523
O5 3.767 0.107 -0.916
S1 4.402 0.734 0.406
O6 5.746 1.183 0.140
O7 4.189 -0.258 1.429
H1 4.056 2.896 3.496
H2 3.683 1.743 4.793
H3 4.487 1.182 3.327
H4 1.647 2.269 3.636
H5 1.702 1.058 1.139
H6 1.459 2.735 1.490
H7 4.169 2.875 1.258
H8 4.107 3.386 -0.944
H9 2.351 4.511 0.733
H10 1.205 3.984 -0.496
H11 1.817 4.970 -2.702
H12 2.522 2.684 -2.651
H13 4.688 1.579 -2.077
H14 3.822 1.249 -5.132
H15 1.624 -0.265 -3.506
C9 -1.154 -3.978 2.588
C10 -0.900 -2.738 2.176
C11 -1.936 -1.681 2.226
O8 -1.696 -0.555 1.841
C12 -3.273 -2.051 2.756
C13 -3.531 -3.289 3.168
C14 -2.490 -4.349 3.116
O9 -2.730 -5.477 3.491
H16 -0.411 -4.766 2.568
H17 0.067 -2.440 1.789
H18 -4.015 -1.263 2.784
H19 -4.498 -3.585 3.557
C15 -0.220 -3.644 -2.574
C16 0.093 -2.540 -3.245
C17 -0.678 -1.289 -3.076
O10 -0.361 -0.274 -3.672
C18 -1.823 -1.302 -2.141
C19 -2.149 -2.408 -1.476
C20 -1.374 -3.666 -1.639
O11 -1.667 -4.667 -1.023
H20 0.343 -4.563 -2.666
H21 0.936 -2.490 -3.923
H22 -2.363 -0.370 -2.026
H23 -2.981 -2.444 -0.784
C21 -1.507 5.494 -2.091
C22 -2.745 5.972 -2.160
C23 -3.695 5.493 -3.196
O12 -4.829 5.913 -3.246
C24 -3.205 4.468 -4.156
C25 -1.962 3.997 -4.090
C26 -1.023 4.471 -3.047
O13 0.105 4.025 -2.952
H24 -0.798 5.822 -1.340
H25 -3.123 6.715 -1.471
H26 -3.917 4.126 -4.896
H27 -1.586 3.242 -4.769
C27 -4.710 2.949 1.836
C28 -4.093 2.203 0.922
C29 -4.588 2.151 -0.476
O14 -4.031 1.476 -1.318
C30 -5.783 2.957 -0.819
C31 -6.397 3.705 0.093
C32 -5.909 3.757 1.496
O15 -6.465 4.439 2.328
H28 -4.371 3.007 2.863
H29 -3.213 1.609 1.147
H30 -6.113 2.904 -1.849
H31 -7.266 4.308 -0.136
C33 3.624 -8.283 2.417
C34 3.159 -7.079 2.739
C35 1.726 -6.872 3.054
O16 1.297 -5.774 3.346
C36 0.826 -8.050 2.999
C37 1.291 -9.254 2.676
C38 2.727 -9.466 2.361
O17 3.152 -10.562 2.069
H32 4.665 -8.461 2.182
H33 3.793 -6.202 2.787
H34 -0.215 -7.868 3.234
H35 0.657 -10.129 2.628

Values from the calculation:
Strongest force on any atom: 1.3 eV/Å
SMILES: C[C@H](Br)C[C@@H]1[C@H](COO)[C@H](Cl)[C@H](B(O)O)OS1(=O)=O.O=C1C=CC(=O)C=C1.O=C1C=CC(=O)C=C1.O=C1C=CC(=O)C=C1.O=C1C=CC(=O)C=C1.O=C1C=CC(=O)C=C1
E_LUMO: -2.2 eV
Kohn-Sham gap: 7.598 eV
Energy above the lowest of the compared OMol25 structures with the same formula, charge and spin: 0.00 kJ/mol


Q: Which formula does entry 1 have?
A: C5H11ClN2O5P3